{
  "formula": "C56H151N13O15",
  "method": "the ωB97M-V functional and the def2-TZVPD basis",
  "relative_energy_kcal_mol": 41.22,
  "charge": 0,
  "lumo_energy_ev": 0.55,
  "gap_ev": 9.39,
  "symbols": ["C", "O", "C", "C", "N", "C", "C", "O", "C", "H", "H", "H", "H", "H", "H", "H", "H", "H", "H", "H", "H", "H", "H", "H", "C", "O", "C", "C", "N", "C", "C", "O", "C", "H", "H", "H", "H", "H", "H", "H", "H", "H", "H", "H", "H", "H", "H", "H", "C", "C", "C", "O", "C", "N", "H", "H", "H", "H", "H", "H", "H", "H", "H", "H", "H", "C", "C", "C", "O", "C", "N", "H", "H", "H", "H", "H", "H", "H", "H", "H", "H", "H", "C", "C", "C", "O", "C", "N", "H", "H", "H", "H", "H", "H", "H", "H", "H", "H", "H", "C", "C", "C", "O", "C", "N", "H", "H", "H", "H", "H", "H", "H", "H", "H", "H", "H", "C", "C", "C", "O", "C", "N", "H", "H", "H", "H", "H", "H", "H", "H", "H", "H", "H", "C", "C", "C", "O", "C", "N", "H", "H", "H", "H", "H", "H", "H", "H", "H", "H", "H", "C", "C", "C", "O", "C", "N", "H", "H", "H", "H", "H", "H", "H", "H", "H", "H", "H", "C", "C", "C", "O", "C", "N", "H", "H", "H", "H", "H", "H", "H", "H", "H", "H", "H", "C", "C", "C", "O", "C", "N", "H", "H", "H", "H", "H", "H", "H", "H", "H", "H", "H", "C", "C", "C", "O", "C", "N", "H", "H", "H", "H", "H", "H", "H", "H", "H", "H", "H", "C", "C", "C", "O", "C", "N", "H", "H", "H", "H", "H", "H", "H", "H", "H", "H", "H"],
  "positions_angstrom": [[16.358669, -4.739428, 7.494119], [17.605717, -5.134088, 8.028007], [18.418720, -5.803019, 7.077704], [19.854974, -6.076191, 7.489518], [20.636120, -4.840647, 7.332500], [22.009564, -4.979250, 7.754764], [22.212850, -4.902946, 9.289840], [21.659955, -5.977622, 10.016265], [21.820191, -5.837407, 11.415643], [16.002529, -5.578927, 6.897333], [16.534451, -3.845678, 6.889541], [15.675976, -4.365490, 8.258134], [18.436912, -5.198325, 6.158266], [17.885820, -6.670990, 6.663713], [20.287414, -6.877894, 6.889970], [19.818096, -6.459071, 8.516821], [20.093484, -4.098193, 7.755716], [22.604923, -4.178693, 7.307118], [22.481132, -5.832514, 7.257930], [21.655371, -3.982611, 9.511535], [23.269635, -4.777199, 9.545690], [21.740422, -6.809333, 11.902789], [20.898448, -5.389144, 11.818373], [22.636817, -5.198030, 11.745813], [20.588392, 0.875143, 11.502828], [21.685013, -0.008774, 11.594798], [21.328501, -1.330918, 11.912010], [22.420598, -2.120799, 12.580502], [23.556466, -2.315939, 11.648572], [24.547333, -1.226611, 11.616582], [25.641117, -1.592275, 10.626470], [26.507424, -2.588876, 11.127271], [27.582663, -2.817990, 10.249937], [19.709248, 0.305825, 11.192329], [20.707009, 1.736481, 10.844787], [20.404640, 1.347939, 12.475037], [21.088289, -1.930972, 11.024488], [20.420993, -1.356575, 12.526730], [21.994964, -3.095973, 12.812815], [22.785889, -1.631016, 13.488170], [23.997229, -3.220054, 11.739698], [24.850320, -1.010347, 12.645439], [24.002166, -0.383501, 11.191494], [26.132905, -0.659676, 10.329279], [25.140599, -1.959404, 9.723372], [27.268937, -3.316485, 9.329053], [28.326703, -3.460964, 10.725736], [28.147275, -1.895283, 10.077331], [12.036952, -3.082428, 11.917085], [12.933740, -3.307766, 10.709694], [12.289301, -3.223936, 9.321501], [11.197917, -4.086809, 9.152956], [11.372677, -5.454255, 9.410948], [14.116672, -2.470833, 10.838094], [12.639015, -3.233769, 12.815829], [11.235401, -3.819866, 11.895512], [11.651097, -2.064743, 11.971924], [13.298859, -4.345096, 10.768461], [13.112416, -3.486781, 8.637616], [11.897411, -2.249686, 9.032254], [12.238575, -5.836677, 8.855208], [10.526400, -6.024485, 9.029324], [11.467619, -5.675324, 10.476951], [14.625108, -2.585966, 11.706880], [14.847568, -2.607653, 10.149406], [23.942947, -10.632815, 16.505159], [23.246193, -10.950688, 15.193339], [22.431078, -9.833064, 14.576152], [21.411881, -9.339339, 15.413575], [20.699399, -8.271844, 14.826232], [24.258764, -11.377660, 14.190141], [24.574038, -11.459514, 16.826280], [23.165275, -10.411561, 17.241888], [24.516048, -9.702671, 16.539382], [22.638398, -11.853386, 15.327375], [21.985679, -10.219893, 13.650123], [23.149020, -9.054895, 14.284496], [19.794256, -8.561412, 14.284066], [21.280751, -7.750048, 14.057085], [20.480746, -7.567003, 15.625137], [23.860175, -11.675874, 13.307120], [24.659051, -12.203732, 14.622212], [18.113617, -7.247968, 11.861850], [16.740993, -7.331134, 11.213122], [15.994195, -5.985521, 11.269139], [15.967328, -5.326206, 12.529514], [15.059594, -5.924481, 13.442667], [16.874037, -7.688457, 9.795988], [18.038326, -7.249861, 12.951939], [18.569024, -6.299812, 11.563169], [18.734607, -8.078166, 11.528654], [16.118887, -8.101354, 11.676350], [14.992394, -6.021570, 10.835459], [16.621484, -5.350802, 10.636350], [14.049870, -5.562426, 13.234891], [15.453071, -5.812503, 14.451146], [15.059811, -7.012107, 13.293271], [17.663947, -8.305887, 9.631534], [17.175444, -6.895328, 9.229722], [16.303817, -3.838494, 2.347711], [15.149748, -4.582046, 2.971679], [14.513780, -5.555451, 2.003851], [13.425840, -6.344867, 2.442407], [13.424106, -7.569940, 1.739712], [15.662158, -5.154398, 4.235745], [17.214499, -4.358566, 2.032794], [16.684579, -3.056859, 3.001815], [15.997258, -3.376151, 1.401008], [14.388495, -3.889832, 3.343455], [15.273946, -6.162089, 1.497526], [14.084533, -4.897224, 1.226505], [13.089778, -7.562894, 0.694053], [12.641422, -8.214337, 2.147705], [14.396397, -8.059345, 1.805986], [16.300584, -5.937354, 4.125394], [14.799637, -5.543699, 4.617798], [25.923300, -6.365314, 9.089096], [25.117008, -7.554417, 8.589335], [25.965561, -8.815540, 8.455947], [27.128205, -8.572821, 7.688459], [27.712010, -9.692272, 7.101784], [24.007500, -7.888493, 9.457053], [26.476797, -5.788601, 8.337821], [26.602534, -6.745777, 9.853019], [25.322695, -5.520171, 9.439539], [24.708682, -7.435024, 7.584156], [25.381680, -9.618447, 7.992737], [26.205427, -9.217374, 9.451595], [27.308151, -9.930593, 6.105723], [27.603789, -10.677949, 7.573664], [28.777780, -9.489309, 7.001384], [24.213013, -7.905792, 10.447356], [23.154761, -7.362450, 9.330410], [19.571427, -2.834355, 3.811472], [19.167130, -1.740136, 2.813389], [19.708983, -0.392391, 3.257377], [18.818088, 0.594751, 2.695136], [19.197576, 1.893333, 3.133873], [19.728052, -2.195740, 1.491363], [19.133318, -3.804626, 3.587858], [19.346823, -2.517195, 4.832109], [20.653321, -2.981331, 3.749928], [18.110842, -1.665347, 2.566457], [20.730649, -0.174725, 2.915220], [19.807528, -0.198024, 4.331613], [18.278034, 2.479733, 3.070606], [19.881320, 2.378434, 2.431078], [19.595464, 1.956611, 4.147034], [19.319704, -1.662110, 0.733955], [20.715427, -1.976597, 1.580311], [21.982063, -7.406054, 3.893245], [23.129513, -6.527538, 4.449097], [24.371017, -6.530718, 3.626670], [25.446955, -5.751417, 4.126600], [26.167360, -6.427531, 5.136802], [22.580815, -5.165609, 4.449715], [21.854291, -7.127296, 2.844208], [21.001040, -7.295427, 4.351084], [22.248763, -8.468254, 3.924013], [23.276730, -6.794408, 5.508611], [24.111150, -6.019085, 2.692893], [24.668797, -7.548082, 3.349035], [25.580849, -6.507025, 6.052677], [27.073678, -5.880451, 5.393346], [26.478361, -7.442558, 4.871545], [22.060892, -4.957512, 5.295141], [23.406414, -4.566805, 4.462468], [26.721544, -4.429281, 15.429086], [26.383800, -5.217588, 14.152211], [26.480639, -6.733486, 14.240153], [25.947435, -7.283430, 13.020416], [26.207574, -8.682096, 12.971494], [24.945256, -4.935836, 13.907234], [26.779783, -3.382622, 15.104504], [27.737684, -4.475213, 15.833576], [25.965383, -4.517767, 16.201746], [26.938342, -4.920211, 13.257448], [25.843460, -7.170181, 15.014898], [27.529599, -6.971187, 14.441477], [25.961665, -9.162303, 13.918114], [27.207134, -8.979282, 12.636541], [25.557042, -9.014864, 12.158608], [24.790632, -4.081080, 13.380870], [24.677336, -5.630609, 13.210564], [25.535692, -2.302787, 6.290020], [24.080855, -2.073851, 5.987402], [23.256462, -1.387747, 7.088604], [21.852399, -1.512703, 6.932325], [21.133825, -1.078229, 8.054330], [23.943749, -1.265417, 4.731200], [25.513601, -2.943469, 7.183040], [26.060176, -1.387679, 6.571068], [26.000282, -2.846591, 5.472863], [23.652564, -3.080002, 5.942644], [23.477794, -0.313426, 7.082151], [23.568475, -1.880046, 8.020018], [21.167471, -1.674113, 8.966893], [20.107171, -0.830167, 7.777733], [21.497523, -0.066917, 8.291153], [23.063405, -1.545029, 4.301976], [23.746943, -0.329925, 5.074682], [16.905847, 0.008412, 5.621264], [16.069740, -1.136567, 6.243879], [16.148309, -0.998676, 7.788331], [17.487057, -1.125592, 8.231855], [17.639974, -1.584605, 9.563214], [14.681340, -0.917437, 5.828543], [17.883648, 0.047762, 6.118169], [16.390575, 0.962176, 5.569165], [17.267475, -0.251188, 4.619923], [16.410713, -2.116197, 5.921405], [15.452356, -1.738862, 8.199528], [15.681047, -0.053695, 8.085199], [17.420592, -0.707606, 10.184563], [18.646676, -1.959795, 9.739320], [16.941677, -2.374436, 9.859199], [14.597449, -0.579743, 4.878576], [14.208982, -0.203585, 6.372115], [18.521066, -10.402631, 5.645101], [18.367878, -10.793186, 4.156183], [17.592121, -9.822709, 3.284142], [16.194944, -9.806192, 3.503941], [15.735313, -8.937159, 4.503649], [19.750281, -11.030390, 3.689498], [19.449797, -9.837779, 5.741342], [18.679786, -11.289734, 6.255508], [17.630149, -9.830998, 5.897047], [17.850945, -11.760336, 4.139005], [17.766525, -9.927211, 2.214045], [17.999886, -8.828140, 3.517941], [14.820204, -8.430639, 4.194325], [16.424352, -8.173015, 4.880499], [15.474588, -9.458967, 5.432411], [20.378452, -11.499489, 4.319013], [19.790919, -11.454796, 2.773266]],
  "forces_ev_per_angstrom": [[0.8024, 0.6131, -0.5335], [0.8458, -0.2991, 1.3038], [-0.6041, 0.3217, -2.0252], [-0.8858, 0.3668, 0.6456], [-0.3399, -1.2695, -0.4517], [0.3673, 0.2689, 0.6906], [-0.3111, 0.5895, -0.9516], [0.5324, -0.4093, -0.1421], [-1.9352, 0.1842, 0.3516], [-0.6890, 0.2906, -0.0127], [-0.1356, -0.3472, -0.5594], [0.0520, -0.7318, 0.3951], [0.2970, 0.4094, 0.0993], [0.0809, -0.5860, 0.7044], [-0.0697, 0.0936, -0.2724], [0.2508, 0.0814, 0.1152], [0.5261, 0.3379, 0.1579], [-0.1484, 0.4295, 0.4134], [-0.3998, -0.5282, 0.3887], [0.2874, 0.1461, 0.5693], [0.0154, 0.1027, 0.0063], [0.8958, -0.2328, -0.2748], [0.0954, 0.5232, -0.1029], [0.4481, -0.3633, -0.2098], [-0.6210, -0.0504, 0.6331], [0.6092, 0.3578, -0.3419], [-0.7293, -0.5213, 0.0440], [1.3373, 0.2298, -0.6513], [-0.5735, -0.0691, -0.0572], [-0.9991, -1.0813, -0.4256], [-0.5671, 0.3718, 0.2239], [-0.0070, 0.2771, 0.1715], [0.7457, -0.1851, 0.3392], [-0.1933, 0.2715, -0.0429], [0.6361, -0.4531, -0.4641], [-0.1909, -0.3245, 0.1611], [-0.1028, 0.3408, -0.3144], [0.0579, 0.1603, 0.2381], [0.0474, -0.0275, 0.1995], [-0.2405, -0.0246, 0.2713], [0.0639, 0.0560, 0.2184], [0.5914, 0.3005, -0.1462], [0.2584, 0.2878, 0.2244], [0.5978, -0.1489, 0.1661], [-0.0407, -0.0720, -0.0863], [-0.0569, 0.2822, -0.1797], [-0.3811, -0.2380, 0.2272], [-0.3148, 0.1379, -0.4461], [0.1963, -0.0897, -0.2669], [0.6832, -0.7218, 0.4919], [0.6527, -0.0711, 0.2245], [-0.9048, -0.0281, 0.0244], [0.5151, -0.2857, -0.3018], [0.5636, 1.2016, -0.3274], [-0.0973, -0.1143, 0.0630], [-0.1841, 0.2039, 0.1639], [-0.1539, -0.0327, -0.1967], [-0.4145, -0.2299, 0.0682], [-0.1575, 0.0278, -0.3165], [0.2269, 0.1857, 0.2867], [0.2153, -0.0280, 0.2512], [-0.2542, 0.3839, 0.0011], [0.1432, -0.0269, 0.0093], [-0.5154, -0.2137, 0.2675], [-0.4685, -0.2296, -0.4130], [-0.7537, 0.7320, 0.3246], [0.2175, -0.8609, -0.6319], [0.1677, -0.1843, -0.3316], [0.2629, -0.1163, -0.0395], [0.2058, 0.3920, -0.2458], [0.4203, 0.3105, 0.5654], [-0.0641, -0.0077, 0.1159], [0.0225, -0.5108, 0.1642], [0.2841, -0.1322, -0.6556], [-0.5869, 0.4220, 0.5157], [-0.0076, -0.0019, -0.1118], [-0.1301, 0.2618, 0.0812], [-0.1580, -0.3982, 0.3771], [0.3437, 0.0460, 0.2480], [-0.2759, 0.0534, -0.0858], [-0.2779, 0.0382, 0.1117], [0.3487, -0.0326, -0.4096], [-0.3944, 0.4391, 0.4696], [-0.1468, -0.2039, -0.2959], [0.8870, 0.4998, -0.1523], [0.1592, -0.3665, -0.0166], [0.5238, -0.9187, -0.6824], [0.0568, 0.1469, -0.7898], [0.1244, -0.0229, -0.0011], [0.2091, -0.0955, -0.0323], [0.0614, -0.0296, 0.1042], [0.1820, -0.1389, 0.1130], [-0.0937, -0.2938, -0.0444], [-0.2488, 0.3231, -0.0804], [-0.0602, 0.1442, 0.5413], [-0.4177, 0.6166, 0.0618], [-0.1947, 0.0311, -0.0411], [-0.2556, -0.4463, 0.4694], [-0.3987, 0.4242, 0.2825], [0.1507, 1.0425, -1.3616], [1.0629, -0.6912, 1.3292], [-0.4280, 1.1286, -1.5943], [0.6004, -0.3631, 0.2834], [-0.9292, -0.8417, 0.1365], [-1.2522, -0.3140, 0.2085], [-0.3318, -0.8361, 0.4123], [-0.3753, 0.0300, 0.1648], [-0.1451, 0.2636, 0.1666], [0.0241, 0.2161, -0.4144], [0.0890, -0.1249, 0.2997], [0.3165, -0.1350, -0.2170], [0.4726, 0.8818, -0.2134], [0.2833, 0.0387, 0.6277], [-0.0109, -0.1454, -0.0031], [-0.0081, 0.0623, -0.4357], [0.4438, -0.2746, 0.5911], [0.2978, 0.8517, -0.5544], [-0.1959, -0.2449, -0.1322], [-0.0096, -0.6098, 0.0453], [-0.2335, 0.2811, 0.4568], [0.4098, -0.8709, -0.9279], [-0.5542, -0.6553, 0.1678], [0.4881, -0.8767, -0.2905], [0.0477, 0.4707, 0.1941], [-0.4417, -0.5983, 0.6516], [-0.1526, 0.5220, 0.0658], [-0.2475, 0.2084, -0.1459], [0.3044, 0.2314, 0.1090], [-0.0626, 0.5629, -0.1323], [-0.0996, 0.4403, 0.9055], [-0.0061, -0.0405, -0.0670], [0.3269, 0.1337, -0.0582], [0.1350, 0.1697, -0.1244], [-0.1669, 0.5310, 0.0776], [1.1295, -1.2749, -0.9102], [-0.5739, 1.0792, -0.5717], [1.0598, 0.0941, 0.9720], [-1.0438, 0.4407, -1.0099], [-0.0507, 0.3980, 1.0469], [-0.1899, 0.0946, -0.0044], [-0.0992, -0.2369, 0.0823], [0.0354, 0.0431, 0.0291], [-0.2166, 0.1607, 0.8627], [0.0561, -0.4131, -0.4428], [-0.5623, -0.5325, 0.2330], [0.0599, 0.1310, 0.2634], [0.3518, -0.2288, 0.0764], [-0.0032, -0.3298, 0.0863], [0.2418, 0.2166, -0.0004], [0.0949, -0.1757, -0.7017], [1.2016, -0.5715, -0.7265], [-2.6302, 0.2170, 1.4219], [0.1799, 0.1916, -1.2555], [0.1299, -0.5981, 0.2199], [0.0707, 0.0224, 0.6078], [0.9968, 0.7605, -0.2650], [-0.0645, -0.0593, -0.0382], [0.2356, 0.3333, 0.4335], [-0.0940, 0.0170, 0.0043], [0.5647, -0.4825, -0.2354], [-0.0904, -0.1666, -0.0523], [0.2500, -0.0287, 0.2725], [-0.0590, 0.0043, 0.0378], [-0.0748, 0.2390, -0.2302], [-0.1446, -0.0175, -0.3382], [-0.2264, -0.0983, -0.0927], [-0.3314, 0.3228, 0.0285], [1.1272, 0.9758, -0.9476], [-1.4247, 0.0288, 0.4122], [-0.3736, 0.3244, -0.1485], [1.5299, -0.0907, 0.5484], [-0.7549, 0.1510, -0.9968], [-0.3438, -0.4630, -0.8001], [-0.6777, 0.0958, 0.0841], [-0.0578, -0.9835, 0.0483], [-0.0113, -0.2335, -0.0339], [0.5124, 0.1674, 0.3233], [0.1930, 0.3485, 0.4925], [0.0143, -0.4474, -0.3183], [-0.1053, -0.1678, -0.0914], [0.3063, 0.5039, 0.3543], [-0.1745, -0.4558, 0.3486], [0.4585, 0.4013, 0.4129], [-0.2533, -0.1420, 0.2225], [-0.3887, -0.1135, 1.3750], [-1.2000, 0.8614, -0.7367], [0.6130, -0.4607, 0.5172], [0.1592, -1.1249, -0.5849], [-0.1191, 2.0766, -0.2087], [-0.5545, -0.9182, 0.4497], [0.5222, -0.0681, -0.0577], [0.1535, -0.0032, -0.3213], [0.1393, 0.2018, -0.0513], [-0.2179, 0.1696, -0.8011], [0.3342, 0.0352, 0.4382], [-0.1361, 0.4302, 0.3574], [0.2797, -0.4249, -0.2310], [-0.1542, -0.7916, -0.2162], [0.2649, -0.0968, 0.5263], [0.1103, 0.0441, -0.1667], [0.1661, 0.1882, -0.3438], [1.7140, -1.4772, -0.3315], [-0.0761, 2.6133, 0.1750], [-0.6173, -0.5375, -0.7767], [-0.1879, -0.8655, -0.4181], [-0.6618, 0.8959, 0.1857], [-0.8540, -0.7166, 0.2453], [-0.2577, 0.5520, 0.4069], [-0.0185, 0.0418, 0.3475], [-0.6721, 0.0394, -0.2726], [0.0710, -0.0241, -0.0296], [0.3931, -0.4069, 0.2698], [0.3645, 0.3847, 0.0012], [0.2489, -0.2813, 0.5182], [0.0940, 0.2039, -0.2475], [-0.0295, -0.0990, -0.3416], [0.3434, -0.2703, -0.1422], [0.2402, -0.0724, 0.2983], [-0.1793, 0.1272, -1.1222], [1.1181, -2.0026, 0.8360], [0.7149, 1.3760, 0.4345], [0.2903, -0.0096, -0.0826], [-0.6910, 0.1224, 1.1984], [-0.4311, 1.0323, -1.1646], [-0.2639, 0.5190, 0.0366], [-0.4616, -0.0342, 0.1058], [0.2838, -0.0824, 0.7563], [-0.4646, 0.1239, -0.0521], [-0.0185, -0.5780, -0.0101], [-0.0297, 0.1307, -0.0780], [0.0535, -0.0184, -0.3361], [0.4215, 0.0197, -0.6871], [-0.0697, -0.3825, -0.1508], [-0.3043, -0.1395, 0.2744], [0.0319, -0.1188, 0.0799]]
}